6 unconnected molecules or ions with the total composition C35H40N3O8 in a non-equilibrium geometry. Source: the Open Molecules 2025 dataset; level of theory: ωB97M-V/def2-TZVPD.

Geometry as XYZ:
```
86
Properties=species:S:1:pos:R:3:forces:R:3
C -1.39471 -1.60761 0.02346 -0.49 1.34 0.28
C -0.33643 -0.60479 -0.25029 4.58 -4.15 1.33
N 0.03212 0.14872 0.94353 2.20 2.61 2.28
C -0.33430 1.50450 1.24860 -4.70 -1.10 -3.99
C 0.23546 1.92121 2.33962 1.82 -1.89 1.73
N 0.99579 0.85474 2.79060 0.51 -2.14 -1.94
C 1.01008 -0.13205 1.85354 -1.96 -0.63 -0.71
C 1.90767 0.94389 3.85394 2.55 1.14 3.40
H -1.47851 -2.35670 -0.68992 -0.41 -0.70 -2.27
H -2.25034 -0.97153 0.11531 -1.30 -0.52 0.08
H -1.30964 -2.24869 0.84047 0.67 -0.38 2.16
H -0.68903 0.08450 -0.85903 -1.47 3.09 -3.26
H 0.63271 -1.10547 -0.75537 -1.96 1.33 1.30
H -1.27316 1.96013 0.75244 2.16 -0.73 0.49
H 0.38754 2.78832 2.88565 -0.63 1.69 0.62
H 1.59470 -1.09026 1.70622 -0.53 1.41 0.92
H 2.61477 0.09972 3.96337 -0.66 0.18 -0.63
H 1.56333 1.11872 4.95941 -0.46 -0.36 -2.34
H 2.52111 1.82381 3.61415 0.19 -0.19 0.34
N -4.45608 -1.37008 -1.84213 -0.82 -1.19 -1.92
C -4.03847 -2.39139 -2.55980 0.48 -1.19 -4.25
C -3.94892 -2.45994 -4.05853 -1.23 4.40 1.80
C -4.25503 -1.26463 -4.75298 0.11 0.04 2.33
C -4.78239 -0.17050 -3.96220 -0.08 -0.72 -3.33
C -5.01114 -0.40667 -2.63839 -0.73 3.07 3.53
H -3.78846 -3.38264 -2.24303 0.42 -0.05 1.66
H -3.59843 -3.25007 -4.63763 0.54 -1.73 -0.20
H -4.11745 -1.06873 -5.81939 -0.01 -0.50 0.31
H -5.05032 0.70953 -4.66777 -0.02 -1.18 2.23
H -5.62230 0.30527 -1.91696 1.32 -0.92 -2.08
C 0.43816 -4.97180 0.65830 3.84 2.21 2.23
C 1.66088 -4.30237 1.17901 -2.88 -0.78 -4.51
C 2.44882 -3.54624 0.31302 -0.39 0.11 1.39
C 2.09709 -3.32755 -1.03103 -6.84 -7.52 4.45
C 0.90567 -4.05951 -1.55941 6.03 0.48 10.30
C 0.16987 -4.84073 -0.63603 -0.33 0.86 -4.59
O -0.87856 -5.40987 -1.28962 0.28 0.76 -0.91
O 3.53118 -2.80798 0.76208 1.28 0.75 1.46
H -0.21898 -5.39195 1.36951 -0.57 -0.81 0.46
H 1.80799 -4.46820 2.16440 1.01 -0.11 3.03
H 2.59570 -2.71362 -1.53431 4.02 4.94 -4.52
H 0.76570 -3.71686 -2.41560 -2.49 1.73 -7.85
H -1.33630 -5.91317 -0.67036 -1.62 -1.63 1.46
H 3.84772 -2.79964 1.73311 -1.44 -0.83 -2.34
C -0.28035 -1.54153 -4.58386 2.21 -0.66 -5.13
C -0.87345 -1.94627 -5.94110 0.95 0.63 2.32
C -0.03375 -2.17429 -7.08091 1.37 0.55 4.81
C 1.39044 -2.10078 -6.86457 -1.15 0.58 -0.27
C 1.93944 -1.69316 -5.65440 -0.37 -0.55 -0.43
C 1.15805 -1.38735 -4.53793 -1.79 -0.26 -0.47
O 1.80256 -0.93008 -3.41509 0.17 0.11 0.69
O -0.58270 -2.66529 -8.15663 -1.25 -0.61 -2.47
H -0.92601 -1.17430 -3.84832 -0.79 0.14 1.20
H -2.01313 -2.08173 -5.96986 2.09 0.27 -0.24
H 2.05575 -2.28580 -7.70862 -0.14 -0.15 0.20
H 3.02621 -1.69355 -5.53481 -0.27 0.18 -0.17
H 2.76751 -0.79870 -3.55231 -1.09 -0.14 -0.27
H -0.10867 -2.47769 -8.97663 0.14 -0.03 0.28
C 2.39693 4.66798 -0.54410 2.17 -9.31 -2.01
C 2.37356 3.85332 -1.87337 0.77 1.28 4.24
C 2.98716 2.62300 -2.06085 1.27 1.70 1.29
C 3.56311 1.96242 -0.92045 -1.85 1.52 -1.04
C 3.47105 2.56041 0.33201 -0.11 -1.17 1.20
C 2.85896 3.84852 0.58324 0.35 2.03 -2.62
O 2.95246 4.45025 1.82147 -1.07 -0.01 0.29
O 3.34783 2.22532 -3.31244 -1.60 1.29 -2.47
H 1.79764 5.46431 -0.62241 -1.72 3.32 0.62
H 1.90444 4.31421 -2.68817 -0.47 0.79 -1.19
H 3.90082 0.96113 -1.09236 0.60 -0.31 0.32
H 3.85688 1.82485 1.14607 -0.70 2.06 -0.91
H 2.30062 5.19893 1.87107 1.05 -1.04 -0.21
H 2.98149 2.91330 -4.03398 1.18 -2.35 2.59
C -2.34429 2.13650 7.40580 1.15 3.29 -0.57
C -3.14447 3.38038 7.70746 1.61 -4.50 -0.53
C -2.52788 4.57157 7.65389 0.35 2.29 0.55
C -1.12343 4.63268 7.45757 -1.12 -0.74 -0.42
C -0.35802 3.53377 7.21415 0.46 -1.38 -0.79
C -0.98848 2.22221 7.06109 0.30 1.57 1.64
O -0.13260 1.15314 6.72784 -0.55 0.81 -0.53
O -3.23238 5.76306 7.93694 0.13 -1.64 -0.15
H -2.81116 1.20193 7.31898 -0.83 -1.09 0.18
H -4.13140 3.09686 8.01295 -0.58 0.85 -0.06
H -0.66354 5.57582 7.41885 0.55 1.20 0.28
H 0.74932 3.71555 7.09601 -1.34 -0.68 0.02
H -0.08949 0.45863 7.38442 -0.39 0.01 0.41
H -2.81213 6.52865 7.54341 0.33 -0.01 -0.10
```
Positions in Å, forces in eV/Å.

* max |F|: 0.2322 hartree/bohr
* HOMO: -9.889 eV
* multiplicity: 1
* HOMO-LUMO gap: 7.52 eV
* total charge: +1

***

A molecular structure, C35H41BrF4MnN2PSi3 in a non-equilibrium geometry. Source: the Open Molecules 2025 dataset; level of theory: ωB97M-V/def2-TZVPD.

Geometry as XYZ:
```
88
Properties=species:S:1:pos:R:3:forces:R:3
Mn -0.13628 -0.17333 0.87627 0.51 -0.07 -1.35
C -2.26956 -2.50144 -1.20374 -0.19 0.10 -0.19
Si -0.86842 -3.13366 -0.15673 0.22 0.06 -0.11
C -1.56082 -3.54632 1.52699 -0.10 -0.10 0.25
C -0.37326 -4.77851 -0.90554 0.05 -0.22 -0.06
N 0.34863 -1.93098 -0.00706 0.40 -0.03 0.25
C 1.69122 -1.91835 -0.39420 -0.48 -0.13 -0.01
C 2.37274 -2.98378 -0.98959 0.01 -0.05 -0.06
C 3.69626 -2.87883 -1.41051 -0.12 0.01 0.06
C 4.36988 -1.68106 -1.25460 -0.07 0.09 0.06
C 3.71718 -0.61127 -0.64779 0.10 0.05 -0.03
C 2.41006 -0.71404 -0.17193 -0.09 0.47 0.03
N 1.73368 0.31305 0.49009 0.10 -0.36 0.22
Si 2.31826 1.82821 1.04561 0.01 -0.03 -0.22
C 4.13721 1.88034 1.49662 0.18 0.00 0.08
C 1.42877 2.30896 2.62500 -0.13 -0.09 0.23
C 1.99742 3.15589 -0.23490 0.01 0.21 -0.14
H -3.10358 -3.21221 -1.21914 0.04 0.04 -0.01
H -1.92897 -2.33489 -2.23111 -0.04 0.00 0.05
H -2.64301 -1.54738 -0.82867 -0.02 -0.01 -0.04
H -2.36349 -4.28721 1.43584 0.04 0.04 0.02
H -1.97872 -2.67052 2.02751 0.00 0.02 0.03
H -0.78160 -3.95323 2.17803 -0.05 -0.01 -0.01
H -1.27227 -5.40420 -0.93987 0.06 0.00 0.00
H 0.37831 -5.29941 -0.30633 -0.04 -0.02 -0.03
H 0.00680 -4.68067 -1.92526 -0.04 -0.01 0.03
H 1.85136 -3.91635 -1.13623 0.04 -0.01 -0.01
H 4.18552 -3.73140 -1.86723 -0.03 0.00 0.00
H 5.39115 -1.56842 -1.59867 -0.01 0.01 0.01
H 4.23806 0.33173 -0.54230 0.00 -0.02 0.01
H 4.46464 0.93442 1.93571 -0.01 0.04 0.01
H 4.28179 2.67024 2.24145 0.04 -0.03 -0.03
H 4.78427 2.09995 0.64427 -0.02 -0.01 0.04
H 1.87450 1.77892 3.47184 -0.01 0.03 0.00
H 0.35674 2.09426 2.64503 0.13 -0.02 0.08
H 1.53848 3.38495 2.79884 0.01 -0.05 0.00
H 2.79249 3.16350 -0.98696 -0.05 0.00 0.00
H 1.95092 4.15312 0.21737 0.02 -0.03 -0.06
H 1.05650 2.95783 -0.75546 0.01 0.03 0.02
F -1.27317 0.53762 7.74632 0.05 0.13 0.01
C -1.57404 0.25257 6.45939 -0.08 -0.21 0.03
C -2.83916 0.57700 5.94038 -0.07 0.10 0.04
F -3.83379 0.86091 6.80719 0.00 -0.04 -0.02
C -3.07928 0.52968 4.60372 -0.10 0.03 0.00
F -4.36280 0.71161 4.19028 0.03 -0.01 0.00
C -2.08553 0.18081 3.64133 -0.15 0.06 0.23
P -2.14470 0.62034 1.93018 -0.29 0.25 -0.11
C -3.67873 -0.09161 1.23596 -0.01 0.13 -0.01
C -4.31407 -1.16634 1.84257 -0.02 -0.11 -0.02
C -5.44227 -1.73281 1.26251 0.04 0.02 0.00
C -5.94300 -1.22525 0.07277 0.01 0.02 0.00
C -5.31670 -0.14383 -0.53569 0.05 -0.03 0.07
C -4.18983 0.42029 0.04219 -0.06 -0.01 0.02
C -2.45574 2.42161 1.71831 0.01 -0.05 0.09
C -1.45656 3.27626 1.25762 -0.06 0.09 -0.09
C -1.66992 4.64634 1.18786 -0.02 -0.09 0.00
C -2.88897 5.18047 1.58108 0.00 0.02 0.01
C -3.89148 4.33876 2.04201 0.00 -0.08 0.00
C -3.67694 2.96833 2.11066 -0.10 0.07 -0.01
C -0.85124 -0.22881 4.23117 0.11 0.04 0.05
Br 0.44971 -1.06437 3.10359 0.23 -0.39 0.74
C -0.59875 -0.18571 5.57246 0.03 0.07 0.00
F 0.58911 -0.58020 6.07355 0.01 -0.04 -0.03
H -3.92591 -1.55869 2.77446 -0.01 0.00 -0.01
H -5.92951 -2.57075 1.74577 0.01 0.01 -0.01
H -6.82205 -1.66858 -0.37915 0.01 0.00 0.00
H -5.70273 0.25620 -1.46542 0.00 0.00 0.00
H -3.69393 1.25265 -0.43910 0.00 0.00 0.03
H -0.51265 2.87674 0.92134 -0.04 -0.01 -0.06
H -0.88235 5.29068 0.81609 0.00 -0.01 0.00
H -3.05801 6.24915 1.52880 0.00 -0.01 -0.01
H -4.84676 4.74643 2.34835 0.00 0.00 0.00
H -4.47129 2.31972 2.45824 0.02 0.02 0.00
C -1.99466 1.09573 -4.54188 -0.03 -0.20 -0.23
Si -1.87292 2.24874 -3.09386 0.02 -0.03 0.08
C -3.55213 2.94584 -2.70556 -0.27 0.11 0.06
C -0.69850 3.63692 -3.46503 0.20 0.22 -0.04
C -1.26645 1.33423 -1.65563 0.06 -0.11 0.08
C -0.84521 0.73266 -0.68479 -0.04 0.08 0.12
H -2.38828 1.60356 -5.42721 0.02 -0.04 0.01
H -2.65496 0.25899 -4.29761 0.02 0.03 -0.04
H -1.01177 0.68378 -4.78325 -0.04 0.00 -0.02
H -3.91296 3.57204 -3.52660 -0.03 0.00 0.04
H -3.51931 3.55256 -1.79563 -0.02 -0.01 -0.03
H -4.27594 2.14136 -2.54845 -0.01 0.05 -0.01
H -1.04039 4.23017 -4.31816 0.04 0.00 0.03
H 0.29611 3.24334 -3.68974 -0.02 0.04 0.00
H -0.60720 4.29762 -2.59819 0.01 -0.01 -0.05
```
Positions in Å, forces in eV/Å.

* max |F|: 0.0281 hartree/bohr
* HOMO (spin up / spin down): -2.715 / -4.085 eV
* multiplicity: 6
* HOMO-LUMO gap (spin up / spin down): 4.99 / 6.47 eV
* total charge: -1

***

A molecular structure, C35H41I2N5O6PTaTe in a non-equilibrium geometry. Source: the Open Molecules 2025 dataset; level of theory: ωB97M-V/def2-TZVPD.

Geometry as XYZ:
```
92
Properties=species:S:1:pos:R:3:forces:R:3
Ta 1.02337 -0.17261 -0.36499 -1.54 -0.52 0.48
I -0.76510 1.26122 7.16742 0.00 -0.01 0.01
C -0.48536 0.84066 5.14298 -0.05 -0.01 0.03
C 0.50932 1.50492 4.44170 0.07 -0.04 -0.13
C 0.64522 1.20997 3.09479 0.17 0.08 -0.04
I 2.23217 1.91386 1.92339 0.03 0.23 0.34
C -0.20378 0.32036 2.43980 0.37 0.19 -0.16
O -0.10057 0.13037 1.13396 -0.49 0.35 1.32
C -1.13018 -0.40800 3.17507 -0.22 -0.27 0.12
C -1.80025 -1.60192 2.50765 0.27 0.11 -0.12
N -0.71432 -2.38549 1.90047 -0.09 -0.04 0.16
C 0.28838 -2.86284 2.81040 0.04 0.15 -0.11
C 1.71482 -2.32184 2.67610 -0.08 -0.07 -0.23
C 2.54680 -2.63259 3.75161 -0.03 -0.04 0.09
C 3.89244 -2.35246 3.70327 0.11 -0.03 0.11
C 4.39976 -1.77392 2.55176 0.06 -0.02 0.00
C 3.52109 -1.46252 1.53986 -0.17 -0.03 0.14
N 2.18975 -1.69757 1.58303 0.14 0.36 0.04
C -1.26588 -0.13073 4.52697 0.00 -0.05 0.05
H 1.17103 2.20829 4.93157 -0.06 -0.05 -0.04
H -2.30808 -2.16684 3.30166 0.00 -0.05 0.06
H -3.08073 -2.25352 0.95979 0.01 0.03 0.00
H -1.04262 -3.08981 1.25730 -0.07 0.02 0.00
H -0.00840 -2.63974 3.83818 -0.02 -0.07 0.10
H 0.37425 -3.95265 2.76030 0.08 -0.03 -0.08
H 2.11428 -3.11503 4.62207 0.02 0.04 -0.07
H 4.53907 -2.59265 4.53978 -0.04 0.01 -0.05
H 5.45401 -1.55786 2.43822 -0.06 0.00 -0.02
H 3.89322 -1.00053 0.64037 -0.01 0.03 -0.05
H -1.98225 -0.69742 5.11160 0.01 0.02 -0.01
O -2.44842 2.89906 -3.36699 0.00 0.19 -0.10
C -1.54878 3.79960 -2.93243 -0.09 0.00 -0.07
C -1.65315 5.11074 -3.39478 -0.03 0.05 -0.01
C -0.75699 6.07578 -2.97489 0.02 -0.03 0.02
C 0.26699 5.75418 -2.08406 -0.05 -0.01 -0.04
C 0.38052 4.45195 -1.63760 0.07 0.04 0.05
C -0.51196 3.46132 -2.05247 0.20 0.04 0.21
C -0.31866 2.08057 -1.59942 0.33 0.11 -0.10
O 0.82084 1.75122 -1.00042 -0.21 -0.51 -0.08
N -1.18016 1.16288 -1.85465 -0.19 -0.57 0.07
N -0.71764 -0.06388 -1.41077 0.30 0.11 -0.50
C -1.33034 -1.19870 -1.90254 -0.11 0.31 -0.12
C -0.63160 -2.32388 -1.66295 0.30 -0.21 -0.06
C -1.01979 -3.65753 -2.04872 -0.07 0.12 0.10
C -0.21026 -4.69886 -1.80515 0.16 -0.15 0.06
C 1.07064 -4.46496 -1.17522 -0.19 -0.23 -0.12
C 1.43237 -3.22027 -0.83590 -0.26 0.39 0.07
N 0.61114 -2.10180 -1.01728 -0.10 -0.03 -0.25
H -2.23091 2.03878 -2.94675 -0.08 -0.16 0.08
H -2.45551 5.34375 -4.08441 0.04 0.00 0.03
H -0.85419 7.08938 -3.34597 -0.01 -0.04 0.03
H 0.96069 6.51292 -1.74377 -0.03 -0.04 -0.03
H 1.16807 4.17276 -0.94613 -0.04 0.01 -0.04
H -2.24124 -1.13537 -2.47967 -0.02 0.07 0.09
H -1.97966 -3.77964 -2.53700 0.04 0.01 0.02
H -0.49676 -5.70213 -2.09882 0.03 0.06 0.03
H 1.76988 -5.27456 -1.01584 -0.04 0.02 -0.02
H 2.40166 -3.03751 -0.40630 0.05 0.09 -0.02
C -4.88926 -0.44469 0.43380 -0.04 0.04 -0.01
C -4.09460 -0.54130 1.74308 -0.04 0.04 0.00
C -3.82249 0.88221 2.24628 -0.01 0.03 -0.01
C -4.91911 -1.30707 2.77831 -0.02 -0.04 0.06
C -2.79975 -1.28678 1.39967 0.01 0.09 -0.16
H -5.86280 0.02492 0.60676 0.08 -0.03 -0.02
H -5.06050 -1.43568 -0.00075 0.01 0.08 0.06
H -4.34638 0.15861 -0.30200 -0.04 -0.06 0.06
H -4.75227 1.45807 2.24666 0.04 -0.01 0.01
H -3.10855 1.39724 1.59463 -0.05 -0.02 0.03
H -3.42477 0.89731 3.26387 -0.04 -0.01 -0.11
H -5.87070 -0.79978 2.96312 0.06 -0.03 -0.01
H -4.39609 -1.38187 3.73755 -0.05 0.01 -0.07
H -5.13938 -2.32221 2.43078 0.01 0.07 0.03
H -2.27901 -0.73339 0.61342 -0.01 -0.06 0.07
C 4.62300 2.50963 -1.20566 0.01 -0.01 0.05
C 3.82339 2.19459 -2.44895 0.08 -0.06 0.02
O 4.12225 0.84945 -2.91110 0.16 0.22 0.14
P 3.15526 -0.35697 -2.57193 0.04 0.24 -0.15
O 2.84797 -0.22187 -1.00634 0.97 -0.08 -1.18
Te 3.99889 -2.33839 -3.36256 0.07 -0.08 0.07
O 1.72755 0.10374 -3.16245 0.52 -0.20 -0.20
C 1.59760 0.22335 -4.61109 -0.19 0.03 0.18
C 0.13372 0.36347 -4.93281 -0.09 0.01 -0.01
H 4.43094 3.53973 -0.89529 0.01 -0.04 -0.01
H 5.69117 2.39401 -1.39229 -0.03 0.02 -0.01
H 4.34519 1.83925 -0.38998 0.01 0.02 -0.02
H 4.10152 2.85192 -3.26762 0.05 0.02 -0.10
H 2.75562 2.29914 -2.27247 -0.11 -0.03 0.02
H 2.02433 -0.66394 -5.07540 0.06 -0.10 0.04
H 2.16757 1.09507 -4.93410 0.05 0.05 0.04
H -0.41881 -0.50089 -4.55838 0.03 0.04 -0.03
H 0.00791 0.42094 -6.01627 -0.01 0.00 0.05
H -0.28766 1.26531 -4.48563 0.03 -0.04 -0.03
```
Positions in Å, forces in eV/Å.

* max |F|: 0.0329 hartree/bohr
* HOMO: -6.259 eV
* multiplicity: 1
* HOMO-LUMO gap: 6.17 eV